Here is the molecule C3H4NP at a distorted geometry from OMol25. Energies are from wB97M-V/def2-TZVPD.

Computed properties:
- E_HOMO (spin up / spin down): -0.320 / -0.317 hartree
- HOMO-LUMO gap (spin up / spin down): 7.48 / 7.44 eV
- Multiplicity: 1
- LUMO (spin up / spin down): -1.2 / -1.2 eV
- SMILES: C#[PH]N=C=C
- Net charge: 0

```
9
Properties=species:S:1:pos:R:3:nbo_charge:R:1
C -1.940 -1.197 0.159 -0.511
P -2.131 0.471 -0.231 0.800
N -0.744 1.335 0.188 -0.740
C 0.377 0.923 -0.092 0.430
C 1.540 0.468 -0.206 -0.645
H -1.080 -1.841 -0.278 0.173
H -2.782 0.905 0.916 -0.018
H 2.101 0.407 -1.123 0.252
H 2.121 -0.027 0.692 0.260
```



Here is a cluster of 3 separate species, C5H10O2 in total from OMol25. Energies are from wB97M-V/def2-TZVPD.

Computed properties:
- E_HOMO: -0.348 hartree
- HOMO-LUMO gap: 10.28 eV
- Multiplicity: 1
- LUMO: 0.8 eV
- SMILES: C=C1COC1.[H][H].C=O
- Net charge: 0

```
17
Properties=species:S:1:pos:R:3:nbo_charge:R:1
C -0.946 0.733 -1.312 -0.433
C 0.207 0.819 -0.665 -0.003
C 1.655 0.500 -0.947 -0.100
O 2.021 0.924 0.377 -0.530
C 0.660 1.272 0.700 -0.107
H -1.873 1.062 -0.849 0.210
H -1.003 0.347 -2.327 0.207
H 2.128 1.115 -1.726 0.188
H 1.895 -0.556 -1.126 0.185
H 0.268 0.689 1.543 0.208
H 0.546 2.344 0.906 0.189
H 0.614 -1.693 1.747 0.003
H 1.259 -1.618 1.381 -0.009
C -1.857 -1.486 0.567 0.282
O -1.785 -1.007 1.672 -0.518
H -2.765 -1.387 -0.059 0.113
H -1.023 -2.058 0.118 0.117
```



Here is the molecule C7H11NO at a distorted geometry from OMol25. Energies are from wB97M-V/def2-TZVPD.

Computed properties:
- E_HOMO: -0.323 hartree
- HOMO-LUMO gap: 9.75 eV
- Multiplicity: 1
- LUMO: 1.0 eV
- SMILES: C[C@@]12CN[C@@H]3CO[C@@H]1[C@H]32
- Net charge: 0

```
20
Properties=species:S:1:pos:R:3:nbo_charge:R:1
C 2.096 -1.044 0.031 -0.623
C 0.790 -0.338 -0.110 -0.045
C 0.999 1.219 -0.455 -0.233
N -0.123 1.958 0.281 -0.591
C -1.043 0.794 0.182 -0.087
C -2.420 0.091 0.104 -0.061
O -1.878 -1.114 -0.555 -0.525
C -0.546 -1.310 -0.090 0.113
C -0.254 -0.312 0.942 -0.318
H 2.772 -0.527 0.751 0.210
H 1.997 -2.088 0.423 0.212
H 2.564 -1.048 -0.937 0.214
H 1.986 1.569 -0.154 0.209
H 0.912 1.323 -1.594 0.178
H -0.456 2.659 -0.386 0.354
H -0.921 0.589 -0.897 0.181
H -2.909 -0.177 1.044 0.180
H -3.149 0.475 -0.593 0.199
H -0.298 -2.358 -0.014 0.207
H -0.119 -0.362 2.029 0.227
```



Here is a structure of composition C6H14N2 at a distorted geometry from OMol25. Energies are from wB97M-V/def2-TZVPD.

Computed properties:
- E_HOMO: -0.307 hartree
- HOMO-LUMO gap: 9.03 eV
- Multiplicity: 1
- LUMO: 0.7 eV
- Net charge: 0

```
22
Properties=species:S:1:pos:R:3:nbo_charge:R:1
C 0.771 0.287 -0.555 0.166
C -1.275 -0.309 0.671 0.018
C 0.660 1.754 -0.237 -0.662
C 1.739 -0.504 0.279 -0.669
C 0.458 -0.171 -1.845 -0.643
C -0.978 -0.309 2.137 -0.662
N -1.388 -1.444 0.028 -0.232
N -1.782 -1.413 -1.237 -0.540
H -1.755 0.589 0.260 0.152
H -2.285 -0.526 -1.434 0.289
H 0.172 0.577 -2.581 0.224
H 1.612 2.246 -0.465 0.225
H -0.116 2.243 -0.827 0.219
H 0.460 1.935 0.820 0.212
H 1.639 -0.285 1.342 0.215
H 1.600 -1.575 0.135 0.234
H 2.766 -0.247 -0.009 0.221
H -0.648 -0.970 -1.780 0.325
H 1.091 -0.957 -2.252 0.240
H -1.907 -0.242 2.711 0.227
H -0.366 0.549 2.420 0.208
H -0.467 -1.228 2.420 0.231
```



Here is a cluster of 4 separate species, C38H45N7O9 in total at a distorted geometry from OMol25. Energies are from wB97M-V/def2-TZVPD.

Computed properties:
- E_HOMO: -0.311 hartree
- HOMO-LUMO gap: 7.53 eV
- Multiplicity: 1
- LUMO: -0.9 eV
- SMILES: [H]/N=C/C[C@@]1(C[C@@H]2CO2)[C@@H](O)NC(=O)[C@@]1(CCCCn1cccc1)C/C(C)=N/[H].O=[N+]([O-])c1ccccc1.O=[N+]([O-])c1ccccc1.O=[N+]([O-])c1ccccc1
- Net charge: 0

```
99
Properties=species:S:1:pos:R:3:lowdin_charge:R:1
H -3.633 -0.324 0.540 0.067
N -2.613 -0.179 0.484 0.090
C -2.150 -0.217 1.684 -0.194
C -0.620 -0.070 1.892 -0.086
C 0.178 -1.360 2.338 -0.270
C 0.361 -1.159 3.893 -0.058
C -1.119 -1.275 4.618 -0.226
C -1.054 -1.815 6.144 0.013
O -1.559 -2.635 4.910 -0.172
C -0.205 -2.761 1.774 -0.284
O -1.585 -3.168 1.755 -0.020
N 0.172 -2.564 0.336 0.152
C 1.381 -1.738 0.326 -0.393
O 1.972 -1.497 -0.696 0.076
C 1.706 -1.364 1.826 -0.238
C 2.623 -2.555 2.422 -0.126
C 3.163 -3.558 1.342 -0.156
C 4.200 -4.631 1.919 -0.162
C 4.369 -4.612 3.475 -0.174
N 3.192 -5.087 4.231 -0.175
C 3.160 -4.703 5.563 -0.093
C 1.914 -5.232 6.088 -0.084
C 1.261 -5.936 4.946 -0.081
C 2.118 -5.815 3.767 -0.085
C 2.627 -0.125 2.131 -0.078
C 2.284 1.220 1.443 -0.362
C 2.688 1.647 -0.001 -0.026
N 1.649 2.075 2.166 0.134
H 1.477 2.954 1.652 0.016
H -2.907 -0.395 2.491 0.113
H -0.464 0.745 2.653 0.113
H -0.202 0.348 0.933 0.125
H 0.880 -1.993 4.422 0.113
H 0.745 -0.148 4.177 0.124
H -1.899 -0.471 4.380 0.132
H -0.188 -2.441 6.446 0.098
H -2.054 -1.816 6.631 0.105
H 0.254 -3.676 2.247 0.158
H -2.059 -2.822 2.530 0.075
H 0.394 -3.483 -0.060 0.140
H 3.489 -2.141 3.004 0.114
H 2.030 -3.154 3.156 0.091
H 3.733 -3.005 0.546 0.119
H 2.337 -4.177 0.891 0.109
H 3.924 -5.679 1.613 0.107
H 5.221 -4.447 1.482 0.114
H 4.758 -3.624 3.842 0.119
H 5.202 -5.340 3.712 0.130
H 3.965 -4.117 6.047 0.118
H 1.515 -5.111 7.116 0.084
H 0.267 -6.432 4.991 0.087
H 1.911 -6.199 2.754 0.116
H 2.732 0.003 3.243 0.124
H 3.664 -0.406 1.781 0.133
H 3.682 2.162 -0.062 0.090
H 2.668 0.831 -0.763 0.065
H 1.935 2.406 -0.340 0.048
O 0.108 4.032 -1.008 0.095
N 0.974 4.710 -0.489 -0.330
O 1.434 4.505 0.625 0.037
C 1.500 5.847 -1.247 -0.140
C 0.976 6.131 -2.501 0.002
C 1.459 7.223 -3.207 -0.062
C 2.460 8.017 -2.660 -0.068
C 2.985 7.719 -1.408 -0.064
C 2.505 6.630 -0.696 0.001
H 0.196 5.519 -2.935 0.121
H 1.053 7.459 -4.183 0.110
H 2.832 8.874 -3.211 0.109
H 3.767 8.339 -0.987 0.110
H 2.918 6.407 0.280 0.120
O 0.721 -1.512 -6.643 0.069
N -0.470 -1.341 -6.450 -0.355
O -1.320 -1.369 -7.325 0.061
C -0.910 -1.079 -5.077 -0.155
C 0.032 -1.002 -4.059 0.005
C -0.387 -0.731 -2.764 -0.050
C -1.737 -0.542 -2.492 -0.057
C -2.673 -0.631 -3.518 -0.065
C -2.261 -0.900 -4.816 -0.019
H 1.086 -1.147 -4.258 0.119
H 0.339 -0.663 -1.967 0.074
H -2.064 -0.323 -1.475 0.053
H -3.726 -0.486 -3.304 0.102
H -2.999 -0.964 -5.605 0.103
O -7.791 4.704 -3.204 0.075
N -6.743 4.857 -3.807 -0.352
O -6.123 5.904 -3.859 0.074
C -6.193 3.701 -4.524 -0.147
C -6.890 2.500 -4.519 -0.003
C -6.378 1.416 -5.218 -0.066
C -5.179 1.537 -5.908 -0.076
C -4.484 2.740 -5.899 -0.061
C -4.991 3.829 -5.205 -0.002
H -7.825 2.397 -3.984 0.119
H -6.916 0.475 -5.226 0.109
H -4.784 0.690 -6.458 0.103
H -3.547 2.828 -6.437 0.111
H -4.444 4.763 -5.206 0.118
```



Here is a cluster of 2 separate species, C5H14 in total at a distorted geometry from OMol25. Energies are from wB97M-V/def2-TZVPD.

Computed properties:
- E_HOMO: -0.418 hartree
- HOMO-LUMO gap: 12.47 eV
- Multiplicity: 1
- LUMO: 1.1 eV
- SMILES: CCC.CC
- Net charge: 0

```
19
Properties=species:S:1:pos:R:3:nbo_charge:R:1
C 1.001 1.721 -1.298 -0.605
C 1.676 0.913 -0.214 -0.406
C 2.182 -0.458 -0.699 -0.611
H 0.013 1.336 -1.604 0.201
H 1.573 1.779 -2.226 0.200
H 0.774 2.748 -0.986 0.208
H 2.492 1.491 0.212 0.198
H 0.956 0.729 0.578 0.197
H 3.266 -0.514 -0.658 0.207
H 1.783 -1.274 -0.095 0.207
H 1.893 -0.609 -1.748 0.203
C -2.193 -1.689 1.488 -0.602
C -2.454 -0.372 0.719 -0.604
H -1.143 -1.710 1.782 0.197
H -2.760 -1.745 2.416 0.203
H -2.341 -2.544 0.830 0.202
H -2.289 0.471 1.391 0.201
H -1.796 -0.357 -0.141 0.203
H -3.508 -0.309 0.443 0.201
```